1.
The following is a quantum chemistry calculation of a molecular structure, C14H14N4SV, from OMol25.

The geometry in XYZ format:
```
34
C14H14N4SV | OMol25 | wB97M-V/def2-TZVPD
V -0.899 -0.723 0.002
C 1.877 0.434 -3.069
C 0.831 0.312 -2.020
N 0.568 -0.755 -1.358
N 1.272 -1.919 -1.565
C 0.550 -2.949 -1.183
N 1.134 -4.151 -1.244
S -1.128 -2.918 -0.626
C -0.064 1.463 -1.689
C 0.017 2.671 -2.350
C -0.865 3.689 -2.001
C -1.805 3.470 -1.012
C -1.843 2.225 -0.407
N -1.002 1.243 -0.735
H 2.481 -0.467 -3.100
H 1.411 0.579 -4.046
H 2.518 1.295 -2.875
H 2.081 -4.214 -1.578
H 0.621 -4.988 -1.032
H 0.755 2.825 -3.123
H -0.811 4.645 -2.504
H -2.504 4.235 -0.710
H -2.561 1.998 0.371
C -0.273 -0.643 4.592
C -1.426 -0.386 3.872
C -1.367 -0.489 2.483
C -0.192 -0.830 1.823
C 0.961 -1.092 2.567
C 0.914 -0.995 3.944
H -0.290 -0.577 5.672
H -2.346 -0.124 4.377
H -2.300 -0.298 1.926
H 1.882 -1.368 2.069
H 1.801 -1.193 4.531
```

Computed properties:
Net charge: +1
Orbital gap (alpha / beta), hartree: 0.2720 / 0.2784
Multiplicity: 3
E_HOMO (alpha / beta), eV: -11.719 / -11.810

2.
The following is a quantum chemistry calculation of a molecular structure, C28H30HgIN, from OMol25.

The geometry in XYZ format:
```
61
C28H30HgIN | OMol25 | wB97M-V/def2-TZVPD
Hg 0.047 1.369 -2.487
I 2.729 -0.800 -2.508
C 1.177 -2.180 -2.572
C 1.464 -3.431 -2.103
C 0.494 -4.457 -2.150
C -0.720 -4.210 -2.714
C -1.038 -2.923 -3.218
C -2.301 -2.702 -3.826
C -2.624 -1.471 -4.308
C -1.730 -0.385 -4.127
C -0.504 -0.539 -3.526
C -0.106 -1.849 -3.118
H 2.444 -3.635 -1.694
H 0.739 -5.439 -1.764
H -1.465 -4.994 -2.792
H -2.994 -3.532 -3.896
H -3.590 -1.302 -4.771
H -2.053 0.603 -4.437
C 3.064 2.772 3.702
C 2.838 2.686 2.211
C 3.711 3.308 1.332
C 3.461 3.197 -0.040
C 4.390 3.858 -1.030
C 2.379 2.478 -0.493
C 1.447 1.811 0.361
C 1.743 1.967 1.745
N 0.414 1.119 -0.191
C -0.579 0.456 0.650
C 0.026 -0.692 1.493
C -1.054 -1.435 2.287
C -1.786 -0.444 3.202
C -2.457 0.647 2.357
C -3.451 -0.001 1.391
C -2.700 -0.965 0.472
C -2.055 -2.067 1.317
C -1.607 -0.205 -0.283
C -1.389 1.409 1.561
H 3.942 3.376 3.936
H 3.214 1.781 4.138
H 2.205 3.219 4.208
H 4.565 3.869 1.697
H 5.175 4.417 -0.516
H 3.855 4.554 -1.680
H 4.877 3.124 -1.676
H 2.213 2.420 -1.564
H 1.116 1.510 2.493
H 0.783 -0.315 2.180
H 0.536 -1.374 0.803
H -0.588 -2.217 2.895
H -1.078 0.010 3.904
H -2.541 -0.971 3.798
H -2.987 1.343 3.016
H -3.940 0.774 0.792
H -4.234 -0.531 1.945
H -3.389 -1.408 -0.253
H -1.540 -2.780 0.664
H -2.824 -2.621 1.868
H -2.060 0.573 -0.910
H -1.072 -0.884 -0.948
H -0.740 1.940 2.256
H -1.852 2.169 0.922
```

Computed properties:
Relative energy (zero: lowest compared OMol25 entry of this formula, charge and spin), kcal/mol: 12.6
Net charge: -1
Orbital gap (alpha / beta), hartree: 0.1967 / 0.2251
Multiplicity: 2
E_HOMO (alpha / beta), eV: -2.706 / -3.491

3.
The following is a quantum chemistry calculation of 13 unconnected molecules or ions with the total composition C23H74N2O13 in a non-equilibrium geometry, from OMol25.

The geometry in XYZ format:
```
112
C23H74N2O13 | OMol25 | wB97M-V/def2-TZVPD
C -4.014 -2.197 0.359
C -5.136 -1.509 1.165
C -4.875 -1.401 2.615
O -5.909 -0.705 3.222
C -5.624 -0.322 4.530
N -5.284 -0.175 0.595
H -3.796 -3.174 0.751
H -3.171 -1.529 0.443
H -4.306 -2.274 -0.694
H -6.047 -2.094 1.067
H -3.815 -1.015 2.847
H -4.933 -2.404 3.033
H -4.668 0.204 4.600
H -5.639 -1.163 5.254
H -6.487 0.356 4.731
H -6.194 0.165 0.890
H -5.364 -0.261 -0.413
C 5.167 0.967 5.033
C 4.121 -0.064 4.525
C 4.449 -0.314 3.052
O 4.194 0.862 2.295
C 4.450 0.635 0.898
N 4.177 -1.351 5.288
H 4.922 1.304 6.012
H 5.331 1.703 4.219
H 6.130 0.405 5.154
H 3.131 0.376 4.559
H 3.724 -1.072 2.798
H 5.457 -0.660 2.773
H 5.498 0.369 0.693
H 4.178 1.585 0.406
H 3.869 -0.200 0.580
H 5.144 -1.732 5.118
H 3.568 -2.075 4.893
O -2.028 -4.893 -1.694
H -1.880 -4.170 -2.345
H -1.141 -4.984 -1.411
O 2.017 -3.014 2.761
H 1.883 -3.674 2.058
H 1.187 -3.026 3.204
O -1.366 2.152 -2.595
H -2.254 2.260 -2.244
H -0.783 2.845 -2.316
O -2.179 -4.859 1.445
H -1.649 -4.021 1.586
H -2.273 -4.867 0.477
O -0.758 -2.696 2.910
H -0.941 -1.754 2.731
H -1.512 -3.065 3.377
O -0.953 0.001 2.874
H -1.693 0.551 2.546
H -0.674 0.400 3.702
C 2.192 4.526 -0.574
C 3.052 4.034 -1.688
C 2.228 3.723 -2.956
O 4.016 5.132 -1.900
H 1.396 5.179 -0.999
H 2.825 5.056 0.112
H 1.661 3.714 -0.075
H 3.630 3.127 -1.451
H 1.580 2.850 -2.782
H 2.824 3.532 -3.835
H 1.556 4.573 -3.187
H 4.462 4.892 -2.711
C -2.512 3.566 2.798
C -3.266 2.912 1.666
C -2.764 3.350 0.290
O -3.042 1.466 1.772
H -1.477 3.362 2.676
H -2.886 3.173 3.764
H -2.640 4.662 2.762
H -4.339 3.008 1.720
H -2.678 4.420 0.186
H -3.462 3.090 -0.494
H -1.861 2.776 0.097
H -3.856 1.007 1.440
C -2.972 -1.892 -4.325
C -1.643 -2.642 -4.685
C -0.662 -1.821 -5.463
O -0.952 -3.011 -3.471
H -2.753 -1.044 -3.674
H -3.713 -2.497 -3.820
H -3.484 -1.579 -5.233
H -1.851 -3.569 -5.258
H -0.236 -1.009 -4.912
H -1.142 -1.439 -6.349
H 0.166 -2.454 -5.799
H -0.630 -2.188 -3.084
C 0.268 -1.673 -0.196
C -0.103 -0.355 -0.919
C 0.701 0.737 -0.275
O 0.100 -0.547 -2.341
H -0.275 -2.534 -0.576
H 0.179 -1.468 0.864
H 1.310 -1.870 -0.390
H -1.200 -0.137 -0.782
H 0.671 1.654 -0.864
H 1.754 0.469 -0.229
H 0.294 0.847 0.739
H -0.352 0.192 -2.857
C 3.127 0.094 -4.669
C 3.850 -0.630 -3.548
C 4.670 0.349 -2.703
O 2.957 -1.357 -2.684
H 2.586 1.004 -4.368
H 2.420 -0.515 -5.275
H 3.865 0.400 -5.454
H 4.475 -1.398 -4.014
H 4.046 1.102 -2.237
H 5.514 0.741 -3.325
H 5.063 -0.305 -1.943
H 2.059 -1.212 -2.870
```

Computed properties:
Relative energy (zero: lowest compared OMol25 entry of this formula, charge and spin), kcal/mol: 0.0
Orbital gap, hartree: 0.3346
E_HOMO, eV: -8.993

4.
The following is a quantum chemistry calculation of a single C9H7N5 molecule in a non-equilibrium geometry, from OMol25.

The geometry in XYZ format:
```
21
C9H7N5 | OMol25 | wB97M-V/def2-TZVPD
C -2.065 0.665 -0.152
C -3.215 -1.296 0.011
C -0.903 -1.466 -0.149
C 2.420 -1.368 0.112
C 3.270 -0.360 0.115
C 2.809 0.967 -0.051
C 1.409 1.156 -0.095
C 0.514 0.114 -0.266
C -0.838 -0.051 -0.362
H -1.312 2.776 -0.391
H -3.181 2.305 0.483
H -4.142 -1.703 0.246
H 2.865 -2.274 0.194
H 4.409 -0.409 -0.079
H 3.223 1.959 0.158
H 1.105 2.252 0.322
N -2.227 2.028 -0.049
N -3.231 0.094 0.217
N -2.200 -2.018 -0.085
N 0.223 -2.199 -0.083
N 1.068 -1.172 -0.097
```

Computed properties:
Relative energy (zero: lowest compared OMol25 entry of this formula, charge and spin), kcal/mol: 51.8
Orbital gap, hartree: 0.3131
Structure (SMILES): Nc1ncnc2nn3ccccc3c12
E_HOMO, eV: -8.425

5.
The following is a quantum chemistry calculation of 4 unconnected molecules or ions with the total composition C45H67BBrFO18P2 in a non-equilibrium geometry, from OMol25.

The geometry in XYZ format:
```
135
C45H67BBrFO18P2 | OMol25 | wB97M-V/def2-TZVPD
C 8.384 -0.485 0.619
C 8.782 -0.217 -0.922
C 8.420 1.293 -1.422
C 7.169 1.105 -2.455
C 6.754 2.467 -3.197
C 6.144 2.279 -4.665
C 4.733 1.517 -4.723
C 3.606 2.123 -3.775
C 3.199 3.605 -3.992
C 2.091 4.277 -3.102
C 1.776 5.820 -3.469
O 1.820 5.945 -4.941
C 0.756 5.189 -5.522
C 1.054 4.039 -6.624
O -0.462 5.372 -5.247
C 1.373 3.517 -1.928
C 0.237 4.231 -1.019
O 0.750 4.614 0.279
C 1.044 5.992 0.363
C 1.281 6.571 1.854
O 1.180 6.789 -0.593
C 1.817 2.034 -1.683
C 2.896 1.370 -2.617
C 3.242 -0.145 -2.313
O 4.362 -0.693 -2.433
C 2.046 -1.062 -1.746
C 1.949 -2.560 -2.115
F 2.912 -3.093 -2.997
C 0.805 -3.393 -1.496
P 0.764 -5.253 -1.928
C -0.195 -5.570 -3.525
C 0.434 -4.799 -4.817
C 2.510 -5.982 -1.997
C 2.555 -7.592 -2.059
C -0.305 -2.793 -0.539
P -1.569 -4.038 0.061
O -2.824 -3.386 1.009
Br -0.375 -5.307 1.574
C -0.178 -1.286 -0.227
B -1.276 -0.569 0.714
O -0.865 -0.001 1.974
O -2.692 -0.504 0.358
C -3.052 0.828 -0.098
C -2.769 0.877 -1.688
C 0.983 -0.405 -0.788
C 1.212 1.132 -0.485
O 1.024 1.728 0.600
H 9.320 -0.536 1.292
H 7.661 0.288 1.049
H 7.880 -1.522 0.714
H 8.200 -0.989 -1.555
H 9.907 -0.445 -1.006
H 7.974 1.815 -0.508
H 9.305 1.832 -1.894
H 7.455 0.246 -3.150
H 6.277 0.817 -1.778
H 6.067 3.042 -2.484
H 7.712 3.101 -3.322
H 5.982 3.336 -5.093
H 6.905 1.780 -5.375
H 4.935 0.405 -4.576
H 4.332 1.624 -5.805
H 3.708 4.206 -4.816
H 2.583 6.538 -3.089
H 0.722 6.111 -3.150
H 2.147 4.153 -6.959
H 0.856 2.995 -6.204
H 0.397 4.157 -7.553
H -0.536 3.393 -0.822
H -0.327 5.047 -1.577
H 1.258 7.712 1.884
H 2.344 6.265 2.194
H 0.564 6.124 2.621
H -0.337 -6.699 -3.734
H -1.256 -5.147 -3.391
H -0.046 -5.227 -5.764
H 0.098 -3.709 -4.730
H 1.576 -4.911 -4.839
H 2.980 -5.612 -2.987
H 3.096 -5.533 -1.118
H 3.317 -7.923 -1.260
H 1.543 -8.102 -1.943
H 3.032 -7.895 -3.068
H -2.629 -3.609 1.958
H -1.117 0.947 2.001
H -2.434 1.627 0.457
H -4.148 1.102 0.067
H -3.553 1.504 -2.232
H -2.891 -0.199 -2.078
H -1.698 1.223 -1.877
C 4.725 -5.048 3.275
C 3.703 -5.698 2.361
O 4.222 -6.898 1.773
C 4.287 -7.965 2.585
O 3.949 -8.000 3.743
O 4.820 -8.986 1.890
C 5.040 -10.159 2.672
H 5.663 -4.875 2.740
H 4.352 -4.095 3.655
H 4.961 -5.687 4.128
H 3.475 -5.019 1.538
H 2.763 -5.901 2.882
H 4.126 -10.477 3.178
H 5.837 -9.976 3.395
H 5.357 -10.956 1.999
C -4.871 -1.755 2.167
C -4.417 -0.757 3.216
O -5.316 0.358 3.296
C -6.483 0.124 3.915
O -6.832 -0.923 4.405
O -7.211 1.255 3.876
C -8.525 1.111 4.413
H -5.003 -1.262 1.201
H -4.139 -2.560 2.056
H -5.833 -2.201 2.430
H -3.444 -0.355 2.930
H -4.299 -1.226 4.198
H -8.497 0.710 5.429
H -9.122 0.469 3.762
H -8.986 2.099 4.445
C -10.401 5.923 7.354
C -11.655 5.094 7.559
O -12.591 5.298 6.494
C -12.292 4.697 5.332
O -11.322 4.011 5.115
O -13.247 5.013 4.440
C -12.992 4.518 3.127
H -10.655 6.978 7.224
H -9.728 5.824 8.208
H -9.860 5.615 6.457
H -12.150 5.414 8.477
H -11.425 4.030 7.670
H -12.819 3.440 3.134
H -12.138 5.043 2.694
H -13.872 4.722 2.515
```

Computed properties:
Orbital gap, hartree: 0.2198
Structure (SMILES): CCCCCCCc1cc(COC(C)=O)c(COC(C)=O)c2c1C(=O)c1c(F)c(P(CC)CC)c(P(O)Br)c(B(O)OCC)c1C2=O.CCOC(=O)OC.CCOC(=O)OC.CCOC(=O)OC
E_HOMO, eV: -7.735

6.
The following is a quantum chemistry calculation of a molecular structure, C22H54Cl8N2O6 in a non-equilibrium geometry, from OMol25.

The geometry in XYZ format:
```
92
C22H54Cl8N2O6 | OMol25 | wB97M-V/def2-TZVPD
Cl -4.802 -0.883 0.967
C -3.723 -2.087 1.754
C -2.366 -1.558 2.118
Cl -2.535 -0.285 3.395
H -3.616 -2.967 1.120
H -4.237 -2.430 2.648
H -1.697 -1.135 1.370
H -1.753 -2.351 2.551
Cl 1.376 -1.582 -4.388
C 2.032 0.013 -3.957
C 3.542 -0.037 -3.868
Cl 4.100 1.589 -3.456
H 1.744 0.209 -2.925
H 1.758 0.782 -4.671
H 4.108 -0.292 -4.763
H 3.917 -0.692 -3.082
Cl -3.640 4.034 1.891
C -2.722 2.975 0.775
C -3.070 3.148 -0.694
Cl -2.483 4.752 -1.275
H -2.808 1.934 1.093
H -1.685 3.195 1.026
H -4.085 2.920 -0.993
H -2.396 2.454 -1.197
Cl -3.378 -0.242 -2.247
C -2.072 -0.443 -3.409
C -2.398 -1.354 -4.562
Cl -2.118 -3.062 -4.018
H -1.263 -0.824 -2.788
H -1.724 0.526 -3.771
H -1.660 -1.187 -5.346
H -3.391 -1.438 -4.986
C -0.346 -0.813 3.116
O -0.135 -0.982 1.691
H -1.179 -0.110 3.182
H -0.606 -1.753 3.604
H 0.496 -0.347 3.631
H 0.811 -1.281 1.710
C -1.064 0.857 -1.080
O -1.106 1.203 0.298
H -0.205 0.235 -1.350
H -1.964 0.340 -1.446
H -1.043 1.799 -1.641
H -0.592 0.482 0.724
C 4.502 0.229 0.206
O 4.080 1.411 0.839
C 2.692 1.426 1.088
C 2.325 2.656 1.900
N 2.432 3.884 1.117
C 1.891 5.053 1.800
C 1.092 5.915 0.790
O -0.222 5.403 0.757
C -1.152 6.241 0.077
H 4.422 -0.693 0.783
H 5.553 0.361 -0.052
H 3.975 0.213 -0.755
H 2.367 0.542 1.653
H 2.180 1.368 0.115
H 2.866 2.635 2.852
H 1.291 2.523 2.264
H 1.989 3.633 0.242
H 2.774 5.660 2.032
H 1.327 4.835 2.707
H 1.560 5.736 -0.187
H 1.103 6.977 1.053
H -1.464 7.105 0.663
H -1.994 5.579 -0.125
H -0.727 6.518 -0.893
C 3.414 -1.888 2.527
O 2.447 -1.946 1.499
C 2.568 -3.064 0.611
C 1.397 -3.001 -0.354
N 0.312 -3.863 0.107
C -0.792 -3.793 -0.827
C -1.934 -4.757 -0.607
O -2.497 -4.533 0.678
C -3.360 -5.566 1.075
H 3.631 -0.859 2.803
H 4.350 -2.346 2.188
H 3.110 -2.456 3.411
H 2.700 -4.026 1.104
H 3.479 -2.863 0.034
H 1.802 -3.369 -1.303
H 1.041 -2.001 -0.634
H 0.028 -3.531 1.022
H -0.424 -3.906 -1.849
H -1.171 -2.756 -0.838
H -1.513 -5.768 -0.661
H -2.719 -4.681 -1.363
H -4.301 -5.584 0.519
H -3.603 -5.430 2.132
H -2.848 -6.535 1.054
```

Computed properties:
Relative energy (zero: lowest compared OMol25 entry of this formula, charge and spin), kcal/mol: 180.8
Orbital gap, hartree: 0.3103
E_HOMO, eV: -8.098

7.
The following is a quantum chemistry calculation of a single C3H6ClFS molecule in a non-equilibrium geometry, from OMol25.

The geometry in XYZ format:
```
12
C3H6ClFS | OMol25 | wB97M-V/def2-TZVPD
C 0.802 -0.243 0.812
C -0.197 0.663 0.274
C -1.172 0.098 -0.699
H 2.530 -0.782 -0.837
H 1.540 0.308 1.258
H 0.252 -0.971 1.528
H -0.737 1.263 0.961
H -1.847 0.913 -1.116
H -0.728 -0.365 -1.564
F 0.572 1.627 -0.345
S 1.511 -1.547 -0.297
Cl -2.524 -0.964 0.025
```

Computed properties:
Relative energy (zero: lowest compared OMol25 entry of this formula, charge and spin), kcal/mol: 14.8
Orbital gap, hartree: 0.3778
Structure (SMILES): F[C@H](CS)CCl
E_HOMO, eV: -9.535

8.
The following is a quantum chemistry calculation of a single C5H10N2 molecule in a non-equilibrium geometry, from OMol25.

The geometry in XYZ format:
```
17
C5H10N2 | OMol25 | wB97M-V/def2-TZVPD
C -2.205 -0.386 0.043
C -1.243 -0.275 -1.105
N -0.090 0.489 -1.113
C 0.436 -0.683 -0.577
C 1.341 -0.448 0.639
C 2.046 0.872 0.776
N 0.978 0.501 1.693
H -1.678 -0.158 0.968
H -2.542 -1.430 0.110
H -3.106 0.236 -0.043
H -1.736 -0.412 -2.098
H 0.267 1.057 -1.860
H 0.627 -1.615 -1.106
H 1.891 -1.312 1.013
H 3.039 0.940 1.225
H 1.846 1.648 0.038
H 0.128 0.977 1.397
```

Computed properties:
Relative energy (zero: lowest compared OMol25 entry of this formula, charge and spin), kcal/mol: 89.9
Orbital gap, hartree: 0.3412
Structure (SMILES): C[C@H]1N[C@H]1[C@H]1CN1
E_HOMO, eV: -8.188